{
  "formula": "C3H8N4O",
  "method": "ωB97M-V/def2-TZVPD",
  "symbols": ["C", "C", "C", "N", "N", "O", "N", "N", "H", "H", "H", "H", "H", "H", "H", "H"],
  "xyz": [[0.312, -1.864, -0.725], [0.830, 0.493, -1.243], [-0.081, -0.411, -0.838], [0.150, 2.145, 1.537], [-1.984, -0.747, 0.400], [0.117, 0.849, 1.167], [-1.137, 0.128, -0.160], [1.500, 1.123, -2.034], [0.176, 2.297, 2.547], [0.920, 2.756, 1.272], [-2.729, -0.262, 0.879], [-1.580, -1.505, 0.947], [2.264, 1.701, -1.695], [0.574, -2.119, 0.307], [1.184, -2.076, -1.340], [-0.518, -2.508, -1.022]],
  "mulliken_charge": [-1.4013, 0.3894, 0.6889, -0.4383, -0.4300, -0.2934, -0.2936, -0.5014, 0.2306, 0.1999, 0.2748, 0.2192, 0.2754, 0.3565, 0.3742, 0.3490],
  "e_tot_ha": -413.1381,
  "e_homo_ev": [-6.7703, -7.8609],
  "orbital_gap_ev": [7.23, 8.33],
  "e_lumo_ev": [0.458, 0.470],
  "largest_force_ev_per_a": 2.0,
  "e_above_lowest_ev": 7.563,
  "mol_weight_g_mol": 116.12
}